(1)
A molecular structure, C33H57O15S4V in a non-equilibrium geometry. Source: OMol25; level of theory: wB97M-V/def2-TZVPD.

**Highest occupied orbital energy**: -7.0 eV
**LUMO level**: -4.19 eV
**Frontier orbital gap**: 2.85 eV

Last column: Löwdin charge in e.
CARTESIAN COORDINATES (ANGSTROEM)
O1 -5.80 -3.97 -0.20  -0.349
V1 -6.60 -2.64 -0.25  1.077
O2 -7.74 -2.70 -1.37  -0.372
C1 -0.34 1.32 0.14  -0.083
C2 -1.30 0.16 0.46  -0.540
C3 -0.75 -0.57 1.74  -0.089
O3 -2.65 0.61 0.61  -0.159
H1 0.70 0.98 0.09  0.060
H2 -0.22 2.12 0.86  0.080
H3 -0.36 1.63 -0.90  0.069
H4 -1.23 -0.61 -0.31  0.123
H5 -0.84 -0.08 2.71  0.068
H6 0.29 -0.87 1.63  0.061
H7 -1.34 -1.49 1.77  0.054
O4 1.31 7.17 5.11  -0.329
S1 -0.01 7.81 4.88  0.712
O5 -0.55 7.95 3.55  -0.283
O6 -1.17 6.96 5.81  -0.282
C4 -0.93 6.86 7.24  -0.278
C5 -1.68 5.59 7.61  -0.076
C6 0.07 9.42 5.80  -0.113
H8 -1.25 7.69 7.87  0.113
H9 0.15 6.70 7.32  0.109
H10 -1.85 5.56 8.69  0.074
H11 -1.12 4.69 7.38  0.081
H12 -2.67 5.43 7.18  0.082
H13 -0.92 9.87 5.82  0.066
H14 0.81 10.07 5.33  0.068
H15 0.30 9.35 6.86  0.056
O7 -3.07 3.24 -7.85  -0.289
S2 -3.05 1.80 -7.57  0.708
O8 -3.11 1.26 -6.22  -0.289
O9 -4.34 1.15 -8.46  -0.267
C7 -4.66 -0.17 -8.39  -0.336
C8 -5.90 -0.33 -7.48  -0.070
C9 -1.73 1.04 -8.61  -0.096
H16 -3.83 -0.83 -8.13  0.109
H17 -5.00 -0.56 -9.35  0.119
H18 -6.68 0.41 -7.61  0.076
H19 -5.74 -0.21 -6.41  0.071
H20 -6.45 -1.25 -7.69  0.070
H21 -1.95 -0.03 -8.72  0.052
H22 -0.85 1.07 -7.98  0.068
H23 -1.70 1.60 -9.55  0.075
O10 1.76 7.06 -4.21  -0.287
S3 3.11 7.25 -4.75  0.669
O11 3.73 6.25 -5.57  -0.298
O12 3.03 8.64 -5.66  -0.314
C10 3.91 8.90 -6.81  -0.223
C11 3.45 7.99 -7.95  -0.081
C12 4.35 7.95 -3.50  -0.086
H24 4.95 8.86 -6.49  0.111
H25 3.83 9.96 -7.05  0.112
H26 3.71 8.33 -8.96  0.071
H27 2.37 7.82 -7.97  0.087
H28 3.97 7.04 -7.90  0.063
H29 4.22 9.03 -3.37  0.063
H30 5.31 7.67 -3.93  0.054
H31 4.33 7.45 -2.53  0.059
O13 -4.71 -11.50 0.23  -0.297
S4 -4.72 -11.00 1.61  0.670
O14 -4.92 -11.91 2.72  -0.283
O15 -3.45 -10.03 1.80  -0.252
C13 -3.06 -9.68 3.09  -0.324
C14 -2.65 -8.23 3.18  -0.072
C15 -6.03 -9.63 1.68  -0.094
H32 -2.21 -10.28 3.43  0.129
H33 -3.87 -9.76 3.81  0.113
H34 -2.00 -8.00 2.33  0.078
H35 -1.99 -7.90 3.98  0.084
H36 -3.50 -7.56 3.03  0.077
H37 -6.14 -9.39 2.74  0.052
H38 -6.95 -9.98 1.20  0.057
H39 -5.89 -8.68 1.15  0.061
C16 3.55 -5.88 -5.93  -0.091
C17 2.27 -5.37 -5.99  -0.124
C18 1.55 -5.22 -4.85  -0.107
C19 2.21 -5.25 -3.63  -0.095
C20 3.55 -5.63 -3.52  -0.091
C21 4.22 -6.03 -4.68  -0.078
H40 4.10 -6.17 -6.81  0.094
H41 1.80 -5.17 -6.94  0.102
H42 0.50 -4.97 -4.95  0.103
H43 1.62 -5.03 -2.75  0.097
H44 4.08 -5.79 -2.59  0.096
H45 5.26 -6.31 -4.65  0.093
C22 7.72 -0.20 1.14  -0.102
C23 6.84 0.41 0.25  -0.106
C24 6.87 0.10 -1.08  -0.090
C25 7.87 -0.73 -1.62  -0.089
C26 8.75 -1.30 -0.75  -0.107
C27 8.69 -1.00 0.61  -0.108
H46 7.66 0.06 2.18  0.103
H47 6.15 1.07 0.75  0.102
H48 6.10 0.41 -1.77  0.099
H49 7.87 -1.08 -2.64  0.100
H50 9.62 -1.88 -1.03  0.099
H51 9.48 -1.38 1.25  0.098
C28 -1.84 -2.02 9.40  -0.080
C29 -0.83 -1.82 10.35  -0.097
C30 -1.20 -1.27 11.56  -0.076
C31 -2.59 -0.99 11.82  -0.097
C32 -3.51 -1.14 10.87  -0.146
C33 -3.19 -1.76 9.70  -0.100
H52 -1.76 -2.23 8.34  0.096
H53 0.19 -2.02 10.04  0.099
H54 -0.50 -1.00 12.33  0.095
H55 -2.85 -0.55 12.77  0.099
H56 -4.53 -0.85 11.09  0.107
H57 -3.97 -1.82 8.96  0.099

***

(2)
7 unconnected molecules or ions with the total composition C35H63N9O in a non-equilibrium geometry. Source: OMol25; level of theory: wB97M-V/def2-TZVPD.

**Highest occupied orbital energy**: -8.2 eV
**LUMO level**: 0.66 eV
**Frontier orbital gap**: 8.89 eV

Last column: Löwdin charge in e.
CARTESIAN COORDINATES (ANGSTROEM)
C1 -1.23 2.11 4.65  0.017
C2 -0.92 3.30 4.08  -0.100
C3 -1.52 3.80 2.77  -0.400
C4 -1.09 5.29 2.61  -0.211
N1 -2.06 6.24 2.08  0.017
C5 -3.04 3.53 2.68  -0.071
C6 -3.27 2.95 1.30  -0.265
N2 -4.55 2.36 1.00  -0.016
C7 -5.23 1.66 2.09  -0.213
C8 -6.12 2.55 3.01  -0.193
C9 -6.56 3.90 2.44  -0.260
C10 -6.50 5.03 3.49  -0.116
C11 -1.99 2.16 1.08  -0.399
O1 -1.83 1.12 0.52  0.116
N3 -0.93 2.96 1.64  0.120
H1 -1.51 2.10 5.70  0.059
H2 -1.14 1.17 4.11  0.033
H3 -0.19 3.93 4.59  0.100
H4 -0.18 5.31 2.00  0.119
H5 -0.79 5.67 3.59  0.104
H6 -2.42 5.96 1.18  0.065
H7 -2.82 6.35 2.73  0.063
H8 -3.72 4.37 2.84  0.100
H9 -3.28 2.79 3.44  0.100
H10 -3.14 3.77 0.57  0.158
H11 -4.48 1.77 0.19  0.116
H12 -4.55 1.08 2.73  0.112
H13 -5.88 0.92 1.62  0.112
H14 -7.01 1.97 3.25  0.104
H15 -5.60 2.70 3.96  0.092
H16 -5.95 4.22 1.60  0.088
H17 -7.58 3.82 2.07  0.102
H18 -7.34 4.99 4.19  0.070
H19 -6.49 5.98 2.97  0.067
H20 -5.56 4.97 4.03  0.054
H21 -0.72 3.65 0.91  0.120
C12 -0.20 1.00 -2.62  -0.100
C13 0.71 -0.11 -2.12  -0.273
C14 2.15 0.02 -2.64  -0.193
C15 2.17 -0.07 -4.10  -0.243
N4 2.19 -0.12 -5.25  0.157
H22 -0.32 0.99 -3.71  0.069
H23 -1.20 0.87 -2.19  0.063
H24 0.17 1.98 -2.33  0.069
H25 0.31 -1.08 -2.40  0.076
H26 0.73 -0.08 -1.03  0.102
H27 2.77 -0.78 -2.24  0.080
H28 2.57 0.98 -2.34  0.121
C16 1.21 -3.95 -5.55  -0.099
C17 1.54 -5.14 -4.66  -0.256
C18 0.87 -5.06 -3.28  -0.167
C19 1.33 -3.87 -2.55  -0.176
N5 1.69 -2.93 -1.99  0.187
H29 1.57 -3.01 -5.12  0.047
H30 1.68 -4.06 -6.52  0.077
H31 0.13 -3.85 -5.70  0.077
H32 2.62 -5.19 -4.54  0.057
H33 1.22 -6.06 -5.15  0.113
H34 1.12 -5.93 -2.67  0.121
H35 -0.21 -5.01 -3.38  0.123
C20 -0.53 -2.28 0.55  -0.113
C21 -0.28 -3.47 1.47  -0.253
C22 -1.02 -3.34 2.81  -0.185
C23 -0.59 -2.15 3.54  -0.222
N6 -0.26 -1.22 4.12  0.156
H36 -0.16 -1.35 0.99  0.068
H37 -0.01 -2.41 -0.40  0.021
H38 -1.59 -2.16 0.34  0.084
H39 0.79 -3.56 1.65  0.112
H40 -0.60 -4.39 0.98  0.107
H41 -0.83 -4.22 3.43  0.078
H42 -2.10 -3.28 2.64  0.123
C24 3.86 5.12 -5.56  -0.111
C25 3.41 3.66 -5.46  -0.264
C26 1.91 3.48 -5.71  -0.189
C27 1.12 4.22 -4.72  -0.244
N7 0.50 4.79 -3.94  0.142
H43 3.37 5.74 -4.81  0.070
H44 4.93 5.20 -5.41  0.071
H45 3.62 5.53 -6.55  0.076
H46 3.67 3.28 -4.47  0.105
H47 3.96 3.06 -6.19  0.108
H48 1.65 2.42 -5.64  0.081
H49 1.64 3.83 -6.70  0.122
C28 7.36 -2.42 -4.48  -0.109
C29 5.93 -1.92 -4.30  -0.260
C30 4.98 -2.99 -3.77  -0.182
C31 4.89 -4.13 -4.69  -0.233
N8 4.82 -5.02 -5.41  0.162
H50 7.41 -3.23 -5.22  0.072
H51 8.01 -1.62 -4.83  0.072
H52 7.77 -2.80 -3.54  0.077
H53 5.56 -1.54 -5.26  0.112
H54 5.93 -1.08 -3.61  0.107
H55 3.98 -2.59 -3.64  0.082
H56 5.32 -3.36 -2.80  0.125
C32 1.51 -4.62 6.99  -0.108
C33 0.12 -4.31 7.53  -0.258
C34 -0.83 -5.52 7.45  -0.187
C35 -1.00 -5.95 6.06  -0.229
N9 -1.14 -6.26 4.96  0.150
H57 1.48 -4.88 5.93  0.068
H58 2.16 -3.75 7.09  0.074
H59 1.97 -5.45 7.53  0.076
H60 -0.31 -3.48 6.97  0.106
H61 0.19 -4.00 8.57  0.108
H62 -1.81 -5.26 7.85  0.117
H63 -0.43 -6.36 8.02  0.120

***

(3)
3 unconnected molecules or ions with the total composition C20H27NO9 in a non-equilibrium geometry. Source: OMol25; level of theory: wB97M-V/def2-TZVPD.

**Highest occupied orbital energy**: -8.8 eV
**LUMO level**: -0.96 eV
**Frontier orbital gap**: 7.84 eV

Last column: Löwdin charge in e.
CARTESIAN COORDINATES (ANGSTROEM)
N1 -6.44 -1.63 1.43  -0.046
C1 -5.26 -2.02 2.26  -0.256
C2 -4.38 -3.07 1.37  -0.146
C3 -4.24 -2.46 -0.12  -0.099
C4 -5.26 -2.79 -1.27  -0.016
C5 -5.10 -2.24 -2.72  -0.051
C6 -3.90 -1.32 -3.10  -0.008
C7 -2.88 -0.96 -2.00  -0.043
C8 -3.06 -1.53 -0.53  0.005
C9 -1.92 -1.11 0.53  -0.228
O1 -2.18 -0.85 1.73  0.038
C10 -0.44 -1.02 -0.10  -0.089
C11 0.84 -1.52 0.76  -0.129
C12 1.94 -0.38 1.00  -0.215
O2 2.84 -0.85 2.07  -0.129
C13 -0.28 -0.49 -1.42  0.062
C14 -1.58 -0.04 -2.27  -0.273
O3 -1.56 0.91 -3.09  0.033
H1 -6.83 -0.72 1.70  0.069
H2 -7.16 -2.37 1.41  0.071
H3 -5.65 -2.50 3.23  0.109
H4 -4.64 -1.08 2.47  0.114
H5 -4.88 -4.11 1.36  0.115
H6 -3.36 -3.12 1.91  0.108
H7 -6.12 -3.49 -0.98  0.092
H8 -5.88 -2.56 -3.50  0.090
H9 -3.82 -0.93 -4.17  0.107
H10 1.34 -2.33 0.10  0.124
H11 0.51 -2.06 1.72  0.129
H12 2.63 -0.25 0.08  0.126
H13 1.39 0.58 1.28  0.130
H14 3.25 -1.69 1.74  0.090
H15 0.73 -0.36 -1.93  0.119
C15 3.35 0.63 -4.25  -0.048
O4 4.74 0.44 -4.47  0.000
C16 5.41 -0.01 -3.40  -0.598
O5 4.94 -0.24 -2.31  0.111
O6 6.70 -0.15 -3.74  0.000
C17 7.54 -0.62 -2.69  -0.047
H16 2.91 0.99 -5.18  0.096
H17 2.87 -0.31 -3.99  0.093
H18 3.18 1.39 -3.48  0.100
H19 7.22 -1.61 -2.36  0.098
H20 7.54 0.08 -1.85  0.099
H21 8.56 -0.69 -3.07  0.094
C18 0.70 6.22 2.37  -0.049
O7 1.22 5.53 3.50  -0.002
C19 1.36 4.20 3.32  -0.599
O8 1.10 3.59 2.31  0.115
O9 1.86 3.68 4.46  -0.001
C20 2.06 2.27 4.40  -0.045
H22 0.62 7.28 2.63  0.093
H23 1.37 6.12 1.52  0.098
H24 -0.30 5.85 2.12  0.098
H25 2.79 2.01 3.63  0.096
H26 1.12 1.74 4.23  0.099
H27 2.46 1.95 5.37  0.094

***

(4)
2 unconnected molecules or ions with the total composition C2H7N3O2 in a non-equilibrium geometry. Source: OMol25; level of theory: wB97M-V/def2-TZVPD.

**Highest occupied orbital energy (spin up / spin down)**: -5.1 / -9.4 eV
**LUMO level (spin up / spin down)**: 1.04 / -1.81 eV
**Frontier orbital gap (spin up / spin down)**: 6.18 / 7.54 eV
**Multiplicity**: 3

Last column: Löwdin spin population.
CARTESIAN COORDINATES (ANGSTROEM)
C1 -1.07 1.14 1.02  0.007
C2 1.00 -0.68 -1.06  0.577
N1 3.19 -0.45 0.53  0.079
N2 -0.15 0.04 -0.87  0.308
N3 2.41 0.34 0.07  0.519
O1 2.18 1.50 0.16  0.318
O2 -0.88 -0.16 0.33  0.043
H1 -1.36 1.87 0.32  0.002
H2 -0.01 1.38 1.31  0.000
H3 -1.80 1.06 1.80  0.001
H4 1.43 -0.51 -2.05  0.031
H5 1.05 -1.72 -0.67  0.038
H6 4.06 0.00 0.97  0.064
H7 -0.01 1.00 -1.18  0.012

***

(5)
A molecular structure, C32H51BN6O2PS5Tc in a non-equilibrium geometry. Source: OMol25; level of theory: wB97M-V/def2-TZVPD.

**Highest occupied orbital energy (spin up / spin down)**: -4.6 / -4.6 eV
**LUMO level (spin up / spin down)**: -1.82 / -1.82 eV
**Frontier orbital gap (spin up / spin down)**: 2.74 / 2.76 eV

Last column: Löwdin charge in e.
CARTESIAN COORDINATES (ANGSTROEM)
Tc1 0.07 1.44 -0.36  0.119
C1 -4.57 -3.40 -2.95  -0.044
C2 -4.71 -2.19 -2.03  -0.555
C3 -5.12 -0.93 -2.81  -0.047
C4 -5.79 -2.47 -0.99  -0.058
N1 -3.42 -1.96 -1.34  0.007
C5 -3.22 -2.10 0.03  -0.040
C6 -1.93 -1.82 0.29  -0.090
N2 -1.33 -1.51 -0.91  -0.065
B1 1.28 -1.77 -0.34  -0.590
N3 2.55 -1.28 -1.15  0.061
C7 3.30 -2.05 -2.01  -0.045
C8 4.25 -1.27 -2.56  -0.032
N4 4.10 0.00 -2.04  0.005
C9 3.04 -0.02 -1.18  -0.583
S1 2.48 1.33 -0.25  0.648
C10 4.93 1.18 -2.43  -0.550
C11 5.66 1.71 -1.20  -0.046
C12 4.05 2.24 -3.09  -0.040
C13 5.97 0.72 -3.46  -0.060
N5 1.62 -1.41 1.15  0.048
C14 2.73 -1.98 1.73  -0.054
C15 2.89 -1.46 2.96  -0.025
N6 1.88 -0.54 3.15  0.016
C16 1.12 -0.51 2.02  -0.607
S2 -0.21 0.56 1.74  0.648
C17 1.77 0.37 4.33  -0.544
C18 2.06 1.80 3.89  -0.033
C19 2.83 -0.05 5.36  -0.057
C20 0.40 0.21 4.98  -0.044
C21 -2.24 -1.61 -1.93  -0.742
S3 -1.86 -1.35 -3.55  0.632
H1 -5.52 -3.60 -3.45  0.088
H2 -4.30 -4.28 -2.36  0.081
H3 -3.80 -3.22 -3.70  0.037
H4 -6.13 -1.07 -3.20  0.086
H5 -4.44 -0.73 -3.63  0.033
H6 -5.13 -0.07 -2.14  0.087
H7 -6.74 -2.59 -1.51  0.089
H8 -5.89 -1.65 -0.28  0.089
H9 -5.60 -3.40 -0.44  0.083
H10 -4.00 -2.37 0.71  0.109
H11 -1.40 -1.82 1.22  0.089
H12 2.25 -3.76 -0.37  0.136
H13 3.10 -3.09 -2.18  0.109
H14 5.01 -1.53 -3.27  0.111
H15 4.97 2.06 -0.44  0.030
H16 6.30 2.55 -1.50  0.090
H17 6.30 0.94 -0.78  0.090
H18 3.34 2.66 -2.38  0.041
H19 3.49 1.81 -3.92  0.095
H20 4.68 3.04 -3.47  0.089
H21 6.64 -0.03 -3.05  0.087
H22 6.57 1.59 -3.72  0.091
H23 5.51 0.35 -4.37  0.089
H24 3.32 -2.72 1.21  0.129
H25 3.64 -1.67 3.70  0.112
H26 3.04 1.86 3.43  0.092
H27 2.04 2.45 4.77  0.091
H28 1.32 2.16 3.18  0.043
H29 3.84 0.08 4.98  0.086
H30 2.69 -1.08 5.69  0.089
H31 2.71 0.59 6.23  0.091
H32 -0.40 0.52 4.31  0.031
H33 0.36 0.84 5.87  0.089
H34 0.23 -0.82 5.28  0.091
C22 -3.71 6.71 -0.39  -0.074
C23 -2.38 6.17 -0.87  -0.279
O1 -2.51 4.78 -1.24  -0.318
P1 -1.88 3.65 -0.33  -0.097
S4 -2.24 1.83 -1.05  0.314
S5 0.11 3.80 -0.05  0.262
O2 -2.65 3.96 1.05  -0.332
C24 -2.39 3.16 2.22  -0.332
C25 -3.18 3.74 3.36  -0.068
H35 -3.63 7.77 -0.18  0.078
H36 -4.03 6.19 0.51  0.069
H37 -4.47 6.57 -1.16  0.081
H38 -1.61 6.28 -0.10  0.097
H39 -2.04 6.69 -1.77  0.119
H40 -1.32 3.18 2.42  0.069
H41 -2.69 2.13 2.00  0.086
H42 -2.86 4.77 3.57  0.079
H43 -3.03 3.14 4.26  0.076
H44 -4.25 3.75 3.13  0.079
C26 0.04 -1.13 -1.15  -0.164
C27 1.19 -3.47 -0.42  -0.176
C28 0.61 -3.92 -1.71  -0.037
C29 -0.53 -4.66 -1.79  -0.079
C30 -1.18 -5.13 -0.63  -0.048
C31 -0.62 -4.84 0.63  -0.095
C32 0.50 -4.08 0.75  -0.033
H45 0.11 -0.05 -1.49  0.019
H46 0.23 -1.50 -2.17  0.065
H47 1.06 -3.59 -2.64  0.110
H48 -0.94 -4.90 -2.77  0.111
H49 -2.09 -5.72 -0.71  0.098
H50 -1.09 -5.24 1.52  0.108
H51 0.90 -3.89 1.73  0.106

***

(6)
A molecular structure, C31H29BiClF9N5O2. Source: OMol25; level of theory: wB97M-V/def2-TZVPD.

**Highest occupied orbital energy**: -4.3 eV
**LUMO level**: 1.82 eV
**Frontier orbital gap**: 6.10 eV
**Charge**: -1

Last column: Löwdin charge in e.
CARTESIAN COORDINATES (ANGSTROEM)
Bi1 0.05 0.19 -0.58  1.939
Cl1 -5.48 -2.98 -4.73  0.615
C1 -4.04 -2.21 -4.11  -0.686
C2 -3.62 -1.00 -4.66  -0.104
C3 -2.50 -0.38 -4.15  -0.016
C4 -1.75 -0.93 -3.08  -0.371
O1 -0.72 -0.26 -2.66  -0.261
C5 -2.18 -2.19 -2.56  -0.153
C6 -1.47 -2.89 -1.53  -0.105
N1 -0.39 -2.47 -1.01  0.001
C7 0.36 -3.21 -0.11  -0.227
C8 -0.15 -4.15 0.76  -0.016
C9 0.69 -4.87 1.62  -0.075
C10 2.04 -4.69 1.61  -0.042
C11 2.61 -3.75 0.73  -0.160
C12 4.00 -3.50 0.66  -0.021
C13 4.48 -2.58 -0.22  -0.057
C14 3.57 -1.90 -1.05  -0.133
N2 2.28 -2.08 -1.00  0.111
C15 1.78 -2.99 -0.13  -0.173
C16 -3.32 -2.80 -3.10  -0.080
H1 -4.18 -0.55 -5.46  0.102
H2 -2.16 0.56 -4.55  0.121
H3 -1.88 -3.88 -1.27  0.126
H4 -1.22 -4.29 0.81  0.107
H5 0.24 -5.59 2.31  0.104
H6 2.68 -5.25 2.28  0.109
H7 4.66 -4.06 1.32  0.112
H8 5.54 -2.36 -0.29  0.099
H9 3.92 -1.16 -1.76  0.111
H10 -3.64 -3.76 -2.70  0.108
C17 -3.18 -1.07 1.28  -0.098
N3 -2.78 0.23 0.78  -0.307
C18 -2.96 1.25 1.80  -0.086
C19 -3.41 0.56 -0.48  -0.196
C20 -2.73 1.75 -1.21  -0.207
N4 -1.37 1.96 -0.74  -0.180
C21 -0.92 3.23 -0.60  -0.219
C22 0.08 3.52 0.34  -0.165
F1 0.53 2.51 1.11  0.043
C23 0.56 4.79 0.57  -0.215
F2 1.51 4.97 1.51  0.070
C24 0.06 5.89 -0.11  0.043
C25 -0.92 5.64 -1.04  -0.225
F3 -1.44 6.67 -1.73  0.068
C26 -1.39 4.37 -1.30  -0.147
F4 -2.30 4.24 -2.30  0.069
H11 -4.27 -1.13 1.50  0.086
H12 -2.94 -1.84 0.55  0.064
H13 -2.63 -1.28 2.20  0.072
H14 -4.03 1.37 2.07  0.086
H15 -2.39 0.97 2.68  0.072
H16 -2.59 2.20 1.43  0.078
H17 -3.37 -0.34 -1.10  0.091
H18 -4.48 0.81 -0.35  0.119
H19 -2.77 1.57 -2.29  0.097
H20 -3.32 2.65 -1.00  0.111
H21 0.43 6.88 0.09  0.123
F5 2.66 1.84 -1.69  -0.068
C27 1.45 1.34 -2.13  -0.455
F6 0.81 2.42 -2.70  -0.050
H22 1.67 0.63 -2.93  0.077
C28 3.93 2.56 2.06  -0.030
N5 3.76 1.18 2.48  -0.170
C29 4.22 0.76 3.79  -0.056
C30 2.92 0.40 1.78  -0.347
O2 2.37 0.75 0.75  -0.138
H23 4.87 2.95 2.47  0.080
H24 3.10 3.19 2.40  0.085
H25 3.95 2.60 0.97  0.089
H26 5.07 1.37 4.09  0.077
H27 4.54 -0.29 3.75  0.086
H28 3.43 0.85 4.54  0.084
H29 2.78 -0.60 2.21  0.123
F7 -0.85 -0.66 3.77  -0.099
C31 0.18 -0.38 2.86  -0.416
F8 1.09 0.32 3.69  -0.093
F9 0.83 -1.65 2.79  -0.108